Version w
8
Properties=species:S:1:pos:R:3:lowdin_charge:R:1 method="wB97M-V/def2-TZVPD" gap_ev=8.48 e_homo_ev=-9.44 lumo_energy_ev=-0.952
C -0.902 0.023 1.191 -0.352
C 1.134 -0.479 -0.404 -1.341
C -0.689 0.217 -0.174 -0.642
N -1.031 -0.138 2.306 0.188
S 1.218 -2.014 -0.592 0.750
Cl 2.183 0.716 -0.644 0.726
Cl -0.625 1.926 -0.686 0.576
H -1.289 -0.253 -0.997 0.096

***

Version x
8
Properties=species:S:1:pos:R:3:lowdin_charge:R:1 method="wB97M-V/def2-TZVPD" gap_ev=8.76 e_homo_ev=-9.88 smiles="N#C[C@@H](Cl)C(=S)Cl" lumo_energy_ev=-1.119
C 0.006 -1.347 -0.383 -0.370
C 0.629 1.047 0.000 -1.292
C -0.631 -0.171 -0.005 -0.750
N 0.641 -2.285 -0.629 0.194
S 1.167 1.615 -1.368 0.752
Cl 1.140 1.361 1.559 0.686
Cl -1.436 -0.491 1.530 0.628
H -1.516 0.271 -0.703 0.153

***

Tell me which of them is the most stable. Sure, it is version x.

***

Version w
80
Properties=species:S:1:pos:R:3:lowdin_charge:R:1 method="wB97M-V/def2-TZVPD" gap_ev=6.99 e_homo_ev=-4.91 total_charge=-1 lumo_energy_ev=2.080
Y 0.526 -0.884 -0.303 1.498
C 3.764 -1.702 -3.846 -0.071
O 3.195 -0.447 -4.196 -0.107
C 3.467 0.561 -3.287 -0.226
C 4.157 1.675 -3.702 -0.022
C 4.378 2.747 -2.833 -0.114
C 3.901 2.673 -1.543 -0.067
C 3.182 1.557 -1.095 -0.138
C 2.748 1.516 0.283 -0.065
N 1.950 0.638 0.780 -0.061
N 1.772 0.735 2.157 0.069
C 1.082 -0.283 2.604 -0.476
O 0.637 -1.266 1.913 -0.164
C 0.778 -0.273 4.067 -0.140
C 1.100 0.823 4.865 -0.045
C 0.782 0.822 6.212 -0.094
C 0.146 -0.275 6.779 -0.107
C -0.169 -1.371 5.990 -0.091
C 0.143 -1.369 4.639 -0.034
C 2.938 0.464 -1.969 -0.294
O 2.265 -0.573 -1.613 -0.185
H 3.446 -2.408 -4.612 0.084
H 3.408 -2.033 -2.869 0.083
H 4.857 -1.636 -3.843 0.092
H 4.512 1.701 -4.725 0.111
H 4.921 3.618 -3.172 0.087
H 4.072 3.488 -0.849 0.103
H 3.141 2.276 0.962 0.124
H 1.600 1.665 4.407 0.102
H 1.029 1.681 6.824 0.094
H -0.103 -0.272 7.833 0.092
H -0.667 -2.228 6.426 0.097
H -0.103 -2.207 4.004 0.107
O -0.834 1.099 -4.469 0.128
C -0.352 0.372 -3.449 -0.443
O -0.083 0.860 -2.381 0.060
C -0.148 -1.068 -3.762 -0.169
C -0.153 -1.573 -5.051 0.017
C 0.200 -2.905 -5.224 -0.035
C 0.563 -3.653 -4.120 0.019
C 0.535 -3.056 -2.860 -0.178
N 0.155 -1.799 -2.693 0.108
C 0.999 -3.815 -1.610 -0.651
O 1.255 -5.008 -1.747 0.030
O 1.063 -3.122 -0.550 -0.138
H -0.877 2.015 -4.156 0.136
H -0.401 -0.933 -5.884 0.118
H 0.213 -3.342 -6.214 0.108
H 0.878 -4.685 -4.185 0.120
O -1.341 0.077 0.035 -0.366
C -2.061 0.980 0.782 -0.605
C -3.325 1.358 0.006 -0.463
C -3.460 1.310 -1.348 -0.133
C -4.717 1.788 -1.801 -0.188
C -5.517 2.185 -0.775 -0.429
S -4.760 1.948 0.744 1.063
C -2.490 0.417 2.124 -0.472
C -2.907 1.075 3.246 -0.168
C -3.412 0.207 4.244 -0.181
C -3.376 -1.096 3.851 -0.414
S -2.716 -1.274 2.286 1.055
C -1.247 2.249 0.997 -0.425
C -0.641 2.723 2.118 -0.140
C 0.128 3.893 1.886 -0.185
C 0.073 4.298 0.588 -0.423
S -0.905 3.262 -0.358 1.067
H -2.672 0.931 -1.978 0.094
H -5.013 1.825 -2.838 0.094
H -6.521 2.571 -0.827 0.052
H -2.861 2.149 3.349 0.110
H -3.764 0.537 5.210 0.096
H -3.663 -1.964 4.419 0.060
H -0.700 2.230 3.076 0.094
H 0.696 4.400 2.651 0.096
H 0.557 5.146 0.135 0.055
Cl -2.032 -2.861 -0.606 0.607
C -1.730 -4.436 0.140 -0.962
Cl -2.952 -5.630 -0.328 0.502
H -1.781 -4.305 1.217 0.026
H -0.755 -4.795 -0.176 0.011

***

Version x
80
Properties=species:S:1:pos:R:3:lowdin_charge:R:1 method="wB97M-V/def2-TZVPD" gap_ev=4.70 e_homo_ev=-3.02 total_charge=-1 lumo_energy_ev=1.679
Y -0.122 -0.603 0.522 1.482
C -4.515 -1.757 -2.923 -0.093
O -4.046 -2.152 -1.644 -0.103
C -4.437 -1.331 -0.612 -0.225
C -5.760 -1.150 -0.286 -0.028
C -6.135 -0.353 0.804 -0.114
C -5.153 0.249 1.556 -0.075
C -3.795 0.080 1.249 -0.140
C -2.815 0.780 2.055 -0.068
N -1.541 0.733 1.911 -0.064
N -0.848 1.555 2.811 0.063
C 0.410 1.221 2.879 -0.480
O 0.969 0.224 2.284 -0.190
C 1.282 2.112 3.703 -0.152
C 0.757 3.105 4.525 -0.038
C 1.605 3.934 5.243 -0.097
C 2.984 3.780 5.144 -0.109
C 3.509 2.790 4.327 -0.089
C 2.660 1.957 3.612 -0.042
C -3.399 -0.720 0.148 -0.272
O -2.169 -0.886 -0.176 -0.161
H -4.020 -2.396 -3.651 0.073
H -4.241 -0.720 -3.130 0.094
H -5.600 -1.878 -3.010 0.075
H -6.520 -1.641 -0.884 0.108
H -7.181 -0.221 1.047 0.087
H -5.418 0.875 2.402 0.101
H -3.195 1.421 2.854 0.119
H -0.317 3.218 4.580 0.102
H 1.191 4.706 5.880 0.093
H 3.644 4.433 5.702 0.092
H 4.582 2.672 4.237 0.097
H 3.047 1.191 2.952 0.109
O -1.286 -4.765 1.504 0.129
C -0.850 -3.622 0.982 -0.472
O -0.756 -2.612 1.651 -0.003
C -0.525 -3.694 -0.474 -0.189
C -0.614 -4.867 -1.186 0.017
C -0.410 -4.788 -2.562 -0.027
C -0.213 -3.557 -3.143 -0.004
C -0.172 -2.407 -2.339 -0.171
N -0.246 -2.508 -1.019 0.117
C -0.088 -1.019 -2.939 -0.721
O 1.207 -0.573 -3.237 0.010
O -0.375 0.033 -2.041 -0.077
H -1.458 -4.589 2.440 0.133
H -0.842 -5.796 -0.686 0.118
H -0.440 -5.682 -3.172 0.110
H -0.101 -3.448 -4.212 0.099
O 1.703 -0.188 -0.484 -0.348
C 1.868 0.872 -1.347 -0.519
C 3.305 0.880 -1.845 -0.465
C 4.358 0.443 -1.098 -0.142
C 5.609 0.582 -1.758 -0.196
C 5.471 1.123 -3.001 -0.436
S 3.833 1.453 -3.376 1.072
C 0.909 0.721 -2.540 -0.374
C 0.672 1.814 -3.398 -0.119
C -0.259 1.714 -4.448 -0.206
C -1.044 0.689 -4.893 -0.460
S -1.155 -0.984 -4.386 1.000
C 1.533 2.157 -0.588 -0.431
C 0.290 2.617 -0.248 -0.136
C 0.336 3.752 0.610 -0.183
C 1.608 4.135 0.897 -0.418
S 2.756 3.114 0.141 1.068
H 4.215 0.023 -0.113 0.103
H 6.558 0.289 -1.330 0.089
H 6.243 1.330 -3.725 0.050
H 1.124 2.769 -3.171 0.093
H -0.428 2.636 -5.003 0.092
H -1.751 0.870 -5.691 0.025
H -0.630 2.194 -0.636 0.120
H -0.543 4.242 1.004 0.102
H 1.931 4.943 1.534 0.061
Cl 2.375 -2.402 1.140 0.687
C 2.764 -3.060 2.717 -0.950
Cl 1.606 -4.282 3.296 0.539
H 2.774 -2.237 3.423 0.032
H 3.729 -3.546 2.639 0.023

***

Tell me which of them is the most stable. Sure, it is version w.

***

Version w
13
Properties=species:S:1:pos:R:3:lowdin_charge:R:1 method="wB97M-V/def2-TZVPD" gap_ev=8.80 e_homo_ev=-8.13 smiles=Nc1oc(S)cc1S lumo_energy_ev=0.667
C 0.367 0.742 -0.136 -0.411
C -1.468 -0.463 -0.043 -0.729
C -0.408 -1.347 0.003 -0.065
C 0.770 -0.543 -0.095 -0.594
H 1.990 1.880 -0.073 0.081
H 0.600 2.807 -0.171 0.138
H -3.425 -0.415 1.311 -0.131
H -0.455 -2.459 0.166 0.134
H 2.745 -1.363 -1.147 -0.139
N 1.015 1.907 0.232 0.124
O -1.002 0.786 -0.163 -0.002
S -3.195 -0.501 -0.007 0.823
S 2.466 -1.031 0.124 0.772

***

Version x
13
Properties=species:S:1:pos:R:3:lowdin_charge:R:1 method="wB97M-V/def2-TZVPD" gap_ev=8.01 e_homo_ev=-9.11 smiles="O=CN(C=S)CC=S" lumo_energy_ev=-1.101
C -0.308 0.007 -1.654 -0.665
C -0.151 0.976 -0.524 -0.194
C -0.816 -0.635 1.357 -0.707
C 1.453 -0.310 0.627 -0.306
H -0.732 -0.848 -1.434 0.004
H 0.569 1.843 -0.470 0.135
H -1.215 1.252 -0.033 0.101
H -0.418 -1.592 1.767 0.099
H 2.101 0.175 -0.073 0.142
N 0.139 0.013 0.709 -0.157
O 1.787 -1.112 1.445 0.073
S -0.031 0.541 -3.126 0.757
S -2.379 -0.311 1.409 0.719

***

Tell me which of them is the most stable. Sure, it is version w.